Record 1
15
Properties=species:S:1:pos:R:3:mulliken_charge:R:1 method="wB97M-V/def2-TZVPD" de_lowest_kcal_mol=33.0 total_charge=0 gap_ev=11.7 homo_ev=-11.046
O 0.700 -0.050 1.945 -0.747
H 0.528 0.770 2.357 0.293
H 1.450 -0.027 1.189 0.408
O 2.551 0.141 -0.244 -0.665
H 3.100 0.890 0.066 0.366
H 2.041 0.723 -0.759 0.343
O 0.377 0.905 -1.670 -0.686
H -0.022 0.511 -2.454 0.293
H -0.333 1.117 -0.986 0.366
O -1.909 -0.187 -1.345 -0.687
H -2.675 0.504 -1.494 0.352
H -2.118 -0.360 -0.428 0.349
O -1.659 -1.002 1.264 -0.684
H -1.658 -1.869 1.705 0.311
H -0.787 -0.712 1.202 0.387

Record 2
32
Properties=species:S:1:pos:R:3:mulliken_spin:R:1 method="wB97M-V/def2-TZVPD" de_lowest_kcal_mol=0.0 total_charge=0 gap_ev="5.0 / 4.6" multiplicity=3 s2=2.014 homo_ev="-6.082 / -8.383"
C 1.249 -0.848 0.212 0.344
C -0.413 -1.256 0.004 0.349
C 0.905 0.817 -1.634 0.041
C 2.623 1.188 0.158 0.026
C 2.946 -0.627 -1.538 0.042
C -0.910 0.536 1.690 0.046
C -2.018 -1.705 1.781 0.043
C -2.591 -0.100 -0.055 0.025
C 1.906 0.136 -0.699 -0.017
C -1.465 -0.615 0.849 -0.021
O 3.334 -1.521 1.551 0.255
O -1.957 -2.909 -1.206 0.254
S 1.902 -1.790 1.382 0.322
S -0.556 -2.490 -1.063 0.320
H 1.435 1.468 -2.325 0.001
H 0.199 1.425 -1.071 -0.007
H 0.349 0.083 -2.213 0.000
H 1.921 1.694 0.818 -0.009
H 3.393 0.717 0.765 -0.001
H 3.094 1.931 -0.484 0.007
H 3.628 -1.173 -0.891 -0.003
H 3.524 0.078 -2.127 0.003
H 2.458 -1.327 -2.210 -0.006
H -0.504 1.319 1.055 -0.010
H -1.708 0.963 2.291 0.001
H -0.125 0.187 2.357 0.000
H -2.810 -1.290 2.400 0.003
H -2.428 -2.527 1.200 -0.002
H -1.229 -2.088 2.425 -0.006
H -3.013 -0.912 -0.641 0.000
H -2.218 0.658 -0.743 -0.009
H -3.381 0.338 0.549 0.006

Record 3
75
Properties=species:S:1:pos:R:3:mulliken_charge:R:1 method="wB97M-V/def2-TZVPD" total_charge=-1 gap_ev=5.6 homo_ev=-3.414
C -1.549 3.187 -6.592 -1.045
C -0.848 3.890 -5.452 0.724
O 0.347 4.142 -5.514 -0.590
N -1.636 4.260 -4.395 -0.230
C -1.059 4.342 -3.036 -0.544
C -1.732 3.344 -2.103 -0.519
C -1.276 3.456 -0.647 -0.768
C -1.583 2.213 0.185 -0.829
P -1.314 2.549 2.064 -0.170
C -2.596 1.160 2.571 -1.271
C -2.619 -0.186 1.859 -0.531
O -1.331 -0.800 1.685 -0.331
Si -0.617 -1.581 2.941 0.483
C 0.683 -2.690 2.169 -1.042
C 0.235 -0.481 4.182 -1.036
C -1.831 -2.680 3.866 -0.993
H -1.405 3.769 -7.506 0.264
H -1.077 2.213 -6.737 0.257
H -2.619 3.048 -6.431 0.362
H -2.496 3.728 -4.391 0.267
H -1.181 5.361 -2.655 0.249
H 0.012 4.136 -3.116 0.248
H -1.533 2.328 -2.474 0.299
H -2.824 3.487 -2.152 0.314
H -1.781 4.311 -0.173 0.333
H -0.201 3.672 -0.610 0.353
H -2.618 1.907 -0.022 0.245
H -0.905 1.402 -0.120 0.248
H -2.437 3.554 1.991 0.029
H -1.135 2.872 3.498 0.090
H -0.204 1.593 2.126 -0.333
H -0.357 3.632 1.730 0.099
H -3.580 1.620 2.395 0.497
H -2.516 0.996 3.657 0.453
H -3.056 -0.080 0.859 0.374
H -3.271 -0.889 2.402 0.334
H 1.444 -2.125 1.626 0.278
H 0.207 -3.386 1.466 0.248
H 1.168 -3.294 2.947 0.306
H -0.457 0.004 4.876 0.299
H 0.833 0.291 3.687 0.316
H 0.916 -1.111 4.773 0.366
H -2.541 -3.123 3.160 0.296
H -2.412 -2.078 4.574 0.314
H -1.316 -3.473 4.418 0.289
C 3.343 2.944 -6.691 -1.033
C 3.523 4.265 -5.982 0.030
O 4.851 4.387 -5.422 -0.357
C 5.802 4.742 -6.268 0.751
O 5.677 4.992 -7.440 -0.566
O 6.966 4.765 -5.604 -0.346
C 8.094 5.107 -6.407 -0.640
H 3.579 2.117 -6.020 0.294
H 2.304 2.850 -7.007 0.249
H 3.989 2.876 -7.567 0.363
H 2.848 4.340 -5.135 0.171
H 3.334 5.106 -6.646 0.282
H 7.925 6.044 -6.934 0.296
H 8.302 4.319 -7.129 0.285
H 8.926 5.209 -5.717 0.217
C -3.025 -9.367 7.348 -1.078
C -1.606 -8.891 7.567 -0.190
O -0.848 -8.902 6.347 -0.373
C -1.054 -7.853 5.546 0.781
O -1.788 -6.928 5.770 -0.554
O -0.319 -8.020 4.451 -0.352
C -0.453 -6.975 3.479 -0.565
H -3.027 -10.351 6.877 0.288
H -3.545 -9.439 8.304 0.345
H -3.571 -8.675 6.710 0.312
H -1.064 -9.562 8.230 0.287
H -1.585 -7.889 7.994 0.320
H -0.272 -5.999 3.923 0.239
H -1.445 -6.999 3.033 0.297
H 0.296 -7.175 2.719 0.241

Record 4
134
Properties=species:S:1:pos:R:3:mulliken_charge:R:1 method="wB97M-V/def2-TZVPD" de_lowest_kcal_mol=10.0 total_charge=+1 gap_ev=4.2 homo_ev=-7.585
Zr -0.689 0.534 0.477 -1.192
C 3.360 2.545 1.898 -1.834
C 3.305 2.181 0.439 0.490
C 3.785 3.068 -0.471 -0.521
C 3.520 2.890 -1.849 -0.367
N 2.834 1.859 -2.249 -0.380
N 2.399 0.961 -1.357 1.271
B 1.921 -0.302 -2.111 -0.924
N 1.479 0.033 -3.520 0.678
N 2.297 -0.417 -4.486 -0.835
C 1.956 -0.208 -5.722 0.051
C 0.755 0.484 -6.033 -0.776
C -0.076 0.922 -5.054 0.360
C -1.355 1.643 -5.348 -1.722
C 0.305 0.659 -3.699 0.959
S -0.695 1.142 -2.397 -0.107
C 2.869 -0.739 -6.815 2.213
C 4.115 -1.391 -6.216 -1.921
C 3.289 0.424 -7.725 -1.693
C 2.089 -1.784 -7.627 -1.774
N 2.965 -1.444 -1.967 0.938
N 4.264 -1.498 -2.185 -1.326
C 4.845 -2.629 -1.843 -0.125
C 4.102 -3.693 -1.261 -0.109
C 2.759 -3.601 -1.023 -0.020
C 1.917 -4.656 -0.381 -1.381
C 2.206 -2.378 -1.424 0.419
S 0.627 -1.642 -1.414 0.230
C 6.334 -2.774 -2.110 2.026
C 6.933 -1.455 -2.596 -1.627
C 6.514 -3.848 -3.195 -1.446
C 7.044 -3.207 -0.818 -1.708
C 2.584 1.045 -0.027 0.485
S 1.914 -0.130 1.014 -0.268
C 4.021 3.839 -2.929 2.162
C 2.982 3.954 -4.050 -1.449
C 4.298 5.229 -2.348 -2.013
C 5.320 3.237 -3.489 -1.658
H 4.374 2.810 2.200 0.464
H 2.970 1.769 2.548 0.651
H 2.415 4.204 1.144 0.048
H 4.337 3.938 -0.129 0.422
H 0.496 0.664 -7.069 0.480
H -1.437 1.861 -6.412 0.451
H -1.411 2.574 -4.783 0.327
H -2.211 1.038 -5.042 0.328
H 4.690 -0.679 -5.620 0.198
H 4.747 -1.761 -7.026 0.502
H 3.850 -2.229 -5.569 0.347
H 3.807 1.199 -7.155 0.286
H 2.434 0.881 -8.227 0.380
H 3.968 0.058 -8.496 0.482
H 1.784 -2.620 -6.994 0.351
H 2.721 -2.175 -8.427 0.467
H 1.194 -1.359 -8.087 0.366
H 4.621 -4.601 -0.981 0.461
H 2.484 -5.570 -0.218 0.431
H 1.052 -4.883 -1.007 0.344
H 1.542 -4.300 0.582 0.212
H 6.452 -1.112 -3.513 0.156
H 7.996 -1.600 -2.790 0.483
H 6.821 -0.670 -1.846 0.365
H 6.002 -3.560 -4.116 0.193
H 6.127 -4.819 -2.874 0.351
H 7.575 -3.968 -3.418 0.465
H 6.875 -2.484 -0.016 0.358
H 8.118 -3.269 -0.998 0.468
H 6.714 -4.188 -0.470 0.333
H 2.059 4.411 -3.681 0.318
H 2.739 2.977 -4.468 0.037
H 3.381 4.585 -4.846 0.507
H 3.434 5.619 -1.803 0.315
H 4.519 5.919 -3.163 0.479
H 5.160 5.234 -1.677 0.405
H 5.125 2.266 -3.953 0.201
H 6.065 3.098 -2.701 0.382
H 5.744 3.906 -4.241 0.456
C -2.567 -1.676 -1.800 -1.609
N -2.647 -0.864 -0.566 1.422
C -2.997 -1.796 0.536 -1.266
C -1.708 -2.314 1.153 -0.773
N -1.019 -1.124 1.646 1.464
C -0.893 -1.018 3.043 0.231
C -0.222 -1.923 3.850 -0.122
F 0.354 -3.001 3.293 -0.332
C -0.103 -1.724 5.211 0.227
F 0.572 -2.597 5.958 -0.307
C -0.677 -0.613 5.806 0.637
F -0.542 -0.419 7.113 -0.303
C -1.388 0.291 5.037 0.034
F -1.957 1.351 5.595 -0.331
C -1.486 0.061 3.684 -0.258
F -2.197 0.896 2.908 -0.164
C -3.697 0.162 -0.796 -1.762
C -3.641 1.311 0.186 -0.743
N -2.277 1.843 0.194 1.680
C -2.023 3.186 0.465 -0.586
C -0.732 3.657 0.234 -0.527
F 0.196 2.738 -0.199 0.943
C -0.318 4.947 0.439 -0.406
F 0.936 5.312 0.122 -0.520
C -1.211 5.878 0.930 0.683
F -0.839 7.136 1.139 -0.415
C -2.494 5.459 1.204 0.390
F -3.372 6.323 1.707 -0.358
C -2.888 4.152 0.971 0.657
F -4.149 3.827 1.303 -0.369
H -3.567 -2.031 -2.065 0.413
H -1.928 -2.540 -1.646 0.499
H -2.168 -1.083 -2.618 0.220
H -3.642 -2.599 0.166 0.457
H -3.538 -1.249 1.308 0.356
H -1.105 -2.848 0.417 0.120
H -1.941 -3.007 1.960 0.612
H -4.688 -0.305 -0.777 0.424
H -3.528 0.562 -1.795 0.472
H -3.953 0.995 1.185 0.397
H -4.359 2.058 -0.147 0.685
O 3.962 5.851 1.838 -0.628
S 3.367 5.131 2.931 1.180
O 4.212 4.534 3.917 -0.661
N 2.494 3.757 2.064 0.561
C 1.166 3.589 2.670 -0.258
S 0.293 2.102 2.687 0.136
C 0.857 4.752 3.376 0.156
C -0.379 5.069 4.005 -0.757
C -0.527 6.259 4.674 -0.620
C 0.513 7.205 4.792 -0.819
C 1.736 6.925 4.237 -0.654
C 1.877 5.736 3.518 0.296
H -1.185 4.346 3.955 0.507
H -1.482 6.478 5.137 0.434
H 0.355 8.135 5.320 0.419
H 2.565 7.615 4.336 0.461

Values for E_tot, Ha, ordered as above
-382.17161; -1338.48116; -2038.48883; -5735.18086
Values for largest force on an atom, eV/Å, ordered as above
4.33; 5.93; 1.02; 1.04